(1)
Computed, not measured: C5H11Cl9HgO as an isolated structure at a distorted geometry, with the ωB97M-V functional and the def2-TZVPD basis.

Output
E_HOMO: -0.32162 Ha
Energy relative to the best compared isomer or geometry (same formula, charge and spin): 4.287 eV
Gap between HOMO and LUMO: 3.4 eV
Electronic energy: -124280.51566 eV

Each line ends with the Löwdin charge.
Positions of all 27 atoms, in Å:
Hg  -7.4110  5.3491  -12.1120  0.74
C  -4.0197  3.0388  -9.6966  -0.22
O  -4.9988  3.2610  -10.7149  -0.23
H  -3.5223  3.9553  -9.3791  0.08
H  -4.3265  2.6718  -8.7171  0.06
H  -3.2333  2.3883  -10.0793  0.08
Cl  -9.7581  7.0982  -14.0442  -0.44
C  -8.3259  3.2559  -6.8312  -1.00
Cl  -10.0708  2.7533  -6.7744  0.45
Cl  -8.2963  4.6000  -7.9292  0.48
H  -7.9665  3.5195  -5.8365  0.03
H  -7.7113  2.4464  -7.2251  0.03
C  -3.8314  9.3768  -9.0405  -1.06
Cl  -5.1624  8.4678  -9.8105  0.46
Cl  -3.8944  11.0797  -9.3794  0.54
H  -3.9642  9.1991  -7.9733  0.02
H  -2.8487  8.9353  -9.2064  0.04
C  -11.5326  0.8825  -11.4173  -1.03
Cl  -11.3832  -0.5512  -12.4374  0.50
Cl  -10.1196  1.9440  -11.6163  0.46
H  -12.4669  1.4082  -11.6141  0.03
H  -11.6120  0.5914  -10.3699  0.03
C  -2.6060  4.9808  -14.6826  -1.03
Cl  -2.4363  4.5182  -16.4024  0.49
Cl  -4.0151  5.9929  -14.4323  0.47
H  -2.7374  4.0806  -14.0821  0.02
H  -1.7439  5.5466  -14.3293  0.03

=====

(2)
Computed, not measured: C5H11ClFeNSTm as an isolated structure at a distorted geometry, with the ωB97M-V functional and the def2-TZVPD basis.

Output
Spin multiplicity: 8
⟨S²⟩: 15.81
E_HOMO (spin up / spin down): -0.10591 / -0.12777 Ha
Energy relative to the best compared isomer or geometry (same formula, charge and spin): 2.554 eV
Net charge: -1
Gap between HOMO and LUMO (spin up / spin down): 4.7 / 5.3 eV
Electronic energy: -94124.82918 eV

Each line ends with the Löwdin charge.
Positions of all 21 atoms, in Å:
Fe  -1.6455  -0.0353  -0.0821  0.24
Cl  -1.9349  2.0052  0.5778  -0.13
C  -2.2941  -1.4998  1.0392  -0.31
C  -2.4999  -0.4077  -1.8110  -0.32
H  -2.9656  -2.1407  0.4567  -0.03
H  -1.4442  -2.0859  1.4191  -0.05
H  -2.8316  -1.0532  1.8747  -0.04
H  -2.9683  -1.3996  -1.7772  -0.04
H  -1.7754  -0.3490  -2.6368  -0.05
H  -3.2676  0.3725  -1.9408  -0.04
Tm  2.6911  0.1364  0.1891  1.15
C  2.6685  2.3838  -0.4575  -0.36
C  1.3388  -1.4701  -0.6063  -0.30
H  3.1508  2.5219  -1.4431  -0.06
H  1.7286  2.9469  -0.5288  -0.04
H  3.2756  2.9937  0.2198  -0.05
H  0.6404  -1.3293  -1.5200  -0.08
H  0.4409  -1.9180  0.0368  -0.07
S  1.3488  0.9232  2.4019  0.65
C  2.6873  0.0127  2.4828  -0.99
N  3.6563  -0.6076  2.1059  -0.07

=====

(3)
Computed, not measured: a 2-piece molecular cluster, C5H11ClN3S2 overall at a distorted geometry, with the ωB97M-V functional and the def2-TZVPD basis.

Output
E_HOMO (spin up / spin down): -0.37054 / -0.39413 Ha
Net charge: +1
Gap between HOMO and LUMO (spin up / spin down): 6.6 / 7.3 eV
Electronic energy: -44015.83545 eV

Each line ends with the Löwdin charge.
Positions of all 22 atoms, in Å:
C  -2.1561  1.2427  0.9315  -0.42
C  -0.2404  2.3018  0.7028  -0.94
C  1.6138  0.5499  1.6638  -0.38
C  -0.1805  -1.5137  -1.2810  -0.19
C  0.5272  -1.4718  0.1738  -0.42
N  -1.0303  1.2809  0.2573  -0.06
N  -0.7853  3.1264  1.5622  -0.27
N  -0.1915  -0.1298  -1.7251  0.05
S  -2.3176  2.4975  2.1216  1.03
S  1.8977  -0.3521  0.2573  0.88
Cl  0.9654  3.0273  -0.2731  0.74
H  -2.9631  0.5162  0.7663  0.10
H  0.9181  0.1312  2.2699  -0.02
H  2.4209  1.0602  2.1716  0.04
H  -1.2661  -1.7219  -1.0803  0.14
H  0.3491  -2.1354  -1.9812  0.12
H  -0.2090  -1.1669  0.7884  0.02
H  0.8874  -2.4534  0.4440  0.08
H  -0.3267  3.5330  2.3890  0.12
H  -0.7073  -0.1775  -2.7194  0.23
H  0.7635  -0.0992  -1.9557  0.07
H  -0.5947  0.5520  -0.9138  0.06

=====

Which value of electronic energy does entry 3 give? -44015.83545 eV